Entry from the Open Molecules 2025 dataset: a 2-piece molecular cluster, C3H8NS overall at a distorted geometry (ωB97M-V/def2-TZVPD).

Positions of all 13 atoms, in Å:
C: -0.6503 -1.0848 2.8020
S: -0.2692 -0.8147 4.5760
H: 0.0736 -1.8535 2.3817
H: -1.5684 -1.5755 2.7308
H: -0.6807 -0.0791 2.3122
C: -0.2787 1.7184 -1.8851
C: 0.4236 0.6706 -1.3802
N: 1.3059 -0.1518 -2.0726
H: -0.3654 2.0777 -3.0048
H: -1.0109 2.1506 -1.1090
H: 0.2381 0.1094 -0.5362
H: 1.4366 -0.1239 -2.9857
H: 1.3457 -1.0435 -1.8291

Net charge: -1
2S+1: 1
HOMO-LUMO gap (Ha): 0.1888

***

Entry from the Open Molecules 2025 dataset: a 2-piece molecular cluster, C3H8NS overall at a distorted geometry (ωB97M-V/def2-TZVPD).

Positions of all 13 atoms, in Å:
C: -0.5323 1.6116 0.7487
C: 0.1172 0.3867 0.1992
C: 1.1640 0.4325 -0.6957
N: -0.4123 -0.7318 0.6922
H: -0.4394 1.6613 1.8381
H: -1.6307 1.5553 0.5614
H: -0.0931 2.5076 0.3191
H: 1.5170 -0.5069 -1.0864
H: 1.7420 1.3343 -0.8515
H: -1.2522 -0.7488 1.2906
H: -0.2708 -1.6729 0.1729
S: 0.4621 -3.0331 -1.1059
H: -0.3714 -2.7958 -2.0826

Net charge: -1
2S+1: 1
HOMO-LUMO gap (Ha): 0.2501

***

Entry from the Open Molecules 2025 dataset: an isolated ion of composition C3H8NS and charge -1 at a distorted geometry (ωB97M-V/def2-TZVPD).

Positions of all 13 atoms, in Å:
N: 1.5511 0.7382 -0.2713
C: 0.6857 0.3891 0.8717
C: -0.7616 -0.0066 0.5501
C: -0.9921 -0.6765 -0.8022
S: -0.9316 0.3366 -2.3028
H: 0.9804 0.7005 -1.1156
H: 2.2777 0.0384 -0.3314
H: 0.6571 1.1990 1.5928
H: 1.2322 -0.3420 1.4915
H: -1.3087 0.9425 0.5712
H: -1.1606 -0.6259 1.3589
H: -0.2673 -1.5081 -0.8481
H: -1.9624 -1.1852 -0.7648

Net charge: -1
2S+1: 1
Structure (SMILES): NCCC[S-]
HOMO-LUMO gap (Ha): 0.2468

***

Entry from the Open Molecules 2025 dataset: an isolated ion of composition C3H8NS and charge -2 at a distorted geometry (ωB97M-V/def2-TZVPD).

Positions of all 13 atoms, in Å:
C: -1.7215 0.5324 0.8442
N: -0.8171 -0.1735 -0.0785
C: 0.5869 0.1489 0.0826
C: 1.4370 -0.7008 -0.9535
S: 2.9820 0.2222 -1.3871
H: -2.7209 0.1025 0.8411
H: -1.8541 1.5685 0.5038
H: -1.4127 0.4859 1.9018
H: -0.9066 -1.1819 -0.0264
H: 0.6439 1.1726 -0.2787
H: 1.1563 0.1776 1.0508
H: 0.8733 -0.6749 -1.8767
H: 1.7533 -1.6795 -0.6233

Net charge: -2
2S+1: 2
HOMO-LUMO gap (spin up / spin down) (Ha): 0.0751 / 0.2141

***

Entry from the Open Molecules 2025 dataset: C3H8NS as an isolated structure at a distorted geometry (ωB97M-V/def2-TZVPD).

Positions of all 13 atoms, in Å:
C: -2.0252 0.7898 -0.2129
C: 0.5087 -0.2436 0.6370
C: 1.1005 -1.3390 -0.2400
N: 0.7361 1.0097 0.2608
S: -1.6657 -0.6830 0.1188
H: -1.2953 1.6767 -0.1224
H: -2.8188 1.0817 -0.8501
H: 0.1692 -0.1849 1.6574
H: 2.1468 -1.7041 0.0367
H: 1.1286 -1.0431 -1.2680
H: 0.4148 -2.3091 -0.2380
H: 0.8791 1.2624 -0.7533
H: 0.7212 1.6864 0.9739

Net charge: +1
2S+1: 1
HOMO-LUMO gap (Ha): 0.3293

***

Entry from the Open Molecules 2025 dataset: a 2-piece molecular cluster, C3H8O overall (ωB97M-V/def2-TZVPD).

Positions of all 12 atoms, in Å:
H: -4.8127 -1.3175 0.1125
C: -2.7091 -0.1289 -0.2768
H: -2.5164 -0.9526 0.4205
H: -3.4394 0.5792 0.1518
H: -3.0757 -0.5157 -1.2438
O: -1.4303 0.5479 -0.4744
C: -1.4980 1.6421 -1.3495
C: -0.1797 2.3041 -1.4785
H: -2.2634 2.3704 -1.0035
H: -1.8560 1.3013 -2.3507
H: -0.1067 3.2601 -1.9975
H: 0.7329 1.7641 -1.2228

Net charge: -1
2S+1: 2
HOMO-LUMO gap (spin up / spin down) (Ha): 0.1674 / 0.1530

***

Entry from the Open Molecules 2025 dataset: one molecule with the formula C3H8O (ωB97M-V/def2-TZVPD).

Positions of all 12 atoms, in Å:
C: -1.6444 0.1509 0.1251
C: -0.3753 -0.1696 -0.6663
O: 0.6871 0.6895 -0.2935
C: 1.7413 0.0706 0.3935
H: -2.5422 -0.0045 -0.4825
H: -1.7377 -0.4579 1.0301
H: -1.6141 1.2031 0.4226
H: -0.5480 -0.0192 -1.7390
H: -0.0875 -1.2226 -0.5304
H: 1.4153 -0.3830 1.3424
H: 2.2284 -0.7065 -0.2160
H: 2.4769 0.8492 0.6140

Net charge: 0
2S+1: 1
Structure (SMILES): CCOC
HOMO-LUMO gap (Ha): 0.3982

***

Entry from the Open Molecules 2025 dataset: one molecule with the formula C3H8O (ωB97M-V/def2-TZVPD).

Positions of all 12 atoms, in Å:
C: -1.7556 0.1553 0.0476
C: -0.3713 -0.2607 -0.4550
O: 0.5839 0.7100 -0.0697
C: 1.8190 0.1537 0.2938
H: -2.4054 0.5156 -0.7536
H: -2.2635 -0.6742 0.5474
H: -1.6315 0.9616 0.7749
H: -0.3602 -0.3691 -1.5503
H: -0.0942 -1.2386 -0.0349
H: 1.7226 -0.4770 1.1925
H: 2.2586 -0.4577 -0.5094
H: 2.4974 0.9810 0.5168

Net charge: 0
2S+1: 1
Structure (SMILES): CCOC
HOMO-LUMO gap (Ha): 0.4004

***

Entry from the Open Molecules 2025 dataset: a 2-piece molecular cluster, C3H8O overall at a distorted geometry (ωB97M-V/def2-TZVPD).

Positions of all 12 atoms, in Å:
C: 1.4339 0.9087 -0.6743
C: 1.9963 0.0579 0.1655
H: 0.4407 1.2768 -0.4404
H: 1.8858 1.3434 -1.5562
H: 1.4199 -0.4772 0.9103
H: 3.0461 -0.2211 0.1689
C: -1.9219 -0.1960 0.0715
O: -1.2422 -0.9174 1.1398
H: -1.8669 0.8369 0.4113
H: -1.3124 -0.2745 -0.8326
H: -2.9196 -0.6016 -0.0861
H: -0.9597 -1.7357 0.7224

Net charge: 0
2S+1: 1
Structure (SMILES): C=C.CO
HOMO-LUMO gap (Ha): 0.4059

***

Entry from the Open Molecules 2025 dataset: C3H8O as an isolated structure at a distorted geometry (ωB97M-V/def2-TZVPD).

Positions of all 12 atoms, in Å:
C: -0.0060 -0.1548 -1.6886
O: 0.0807 1.1741 0.2070
C: -0.4770 0.8524 -0.8260
C: 0.3158 -1.3443 1.9383
H: 1.0244 -0.3589 -1.4172
H: -0.0834 0.0261 -2.7521
H: -0.6830 -0.5758 -0.8627
H: -1.4267 1.3672 -1.0462
H: -0.1819 -0.7751 1.1612
H: 1.2126 -1.8971 1.6762
H: 0.6607 -0.4852 2.5193
H: -0.3909 -1.9960 2.4455

Net charge: 0
2S+1: 1
HOMO-LUMO gap (Ha): 0.3933

***

Entry from the Open Molecules 2025 dataset: a 3-piece molecular cluster, C3H8O overall (ωB97M-V/def2-TZVPD).

Positions of all 12 atoms, in Å:
H: -1.2237 0.2590 1.1879
H: -1.8645 0.6167 1.3198
C: 0.6895 -1.4710 0.8072
C: 1.5169 -0.7212 0.0864
H: 0.7643 -1.5311 1.8907
H: -0.0989 -2.0581 0.3413
H: 1.4301 -0.6497 -0.9942
H: 2.3068 -0.1367 0.5528
C: -0.8813 1.4266 -1.2941
O: -0.2896 0.7763 -2.1153
H: -0.3625 1.9941 -0.4970
H: -1.9871 1.4950 -1.2854

Net charge: 0
2S+1: 1
Structure (SMILES): [H][H].C=C.C=O
HOMO-LUMO gap (Ha): 0.4041

***

Entry from the Open Molecules 2025 dataset: a 2-piece molecular cluster, C3H8O overall (ωB97M-V/def2-TZVPD).

Positions of all 12 atoms, in Å:
C: 1.3936 0.8912 0.8191
C: -0.9537 0.8222 -0.8782
O: -1.3213 -0.1805 -0.1311
C: -0.9278 -1.4716 -0.6217
H: 2.3310 0.3404 0.9143
H: 1.5412 1.9286 1.1290
H: 0.6280 0.4369 1.4561
H: 1.0701 0.8612 -0.2310
H: -1.2713 1.7072 -0.2729
H: -0.8484 -1.4291 -1.7090
H: 0.0430 -1.7223 -0.1825
H: -1.6844 -2.1842 -0.2922

Net charge: 0
2S+1: 1
HOMO-LUMO gap (Ha): 0.3506

***

Entry from the Open Molecules 2025 dataset: a 2-piece molecular cluster, C3H8O overall at a distorted geometry (ωB97M-V/def2-TZVPD).

Positions of all 12 atoms, in Å:
C: 0.8512 1.8885 -0.3440
C: -0.3488 1.1646 -0.9284
O: -1.1108 0.5627 -0.2254
H: 1.1663 1.4646 0.6121
H: 1.6883 1.9163 -1.0628
H: 0.6075 2.9526 -0.2828
H: -0.5640 1.3721 -1.9947
C: -0.4351 -2.2301 0.8740
H: -1.1244 -1.6748 1.5059
H: -1.0112 -2.5538 -0.0217
H: 0.4479 -1.6889 0.5424
H: -0.1669 -3.1738 1.3253

Net charge: 0
2S+1: 1
Structure (SMILES): CC=O.C
HOMO-LUMO gap (Ha): 0.4027

***

Entry from the Open Molecules 2025 dataset: a 2-piece molecular cluster, C3H8O2 overall at a distorted geometry (ωB97M-V/def2-TZVPD).

Positions of all 13 atoms, in Å:
C: 0.7028 1.8368 1.5126
C: 2.1685 1.4862 1.2388
H: 0.1445 1.4496 0.6509
H: 0.2115 1.3574 2.3563
H: 0.4863 2.9027 1.4572
H: 2.3377 0.5339 0.7513
H: 2.8395 1.6851 2.0769
H: 2.4612 2.2906 0.5841
O: -2.9066 -2.1163 -1.0617
C: -2.3479 -3.0116 -1.7708
O: -1.8439 -2.5773 -3.0661
H: -1.6325 -3.7378 -1.3510
H: -2.6210 -2.0992 -3.3784

Net charge: -1
2S+1: 2
HOMO-LUMO gap (spin up / spin down) (Ha): 0.1102 / 0.2543

***

Entry from the Open Molecules 2025 dataset: a 2-piece molecular cluster, C3H8O2 overall at a distorted geometry (ωB97M-V/def2-TZVPD).

Positions of all 13 atoms, in Å:
C: -2.9241 1.1852 0.7562
C: -1.5376 1.5306 0.2416
C: -0.7791 0.2266 -0.0958
O: -1.0769 -0.6349 -0.8684
H: -3.3945 0.4298 0.1253
H: -2.9410 0.8295 1.7850
H: -3.5985 2.0393 0.6656
H: -0.8779 1.8866 1.0399
H: -1.4379 2.2399 -0.5710
H: 0.1487 0.1156 0.5088
O: 5.2549 -1.9994 -0.1014
H: 5.3114 -1.0839 -0.3692
H: 5.0977 -2.4760 -0.9221

Net charge: 0
2S+1: 1
Structure (SMILES): CCC=O.O
HOMO-LUMO gap (Ha): 0.3892

***

Entry from the Open Molecules 2025 dataset: a 2-piece molecular cluster, C3H8O2 overall (ωB97M-V/def2-TZVPD).

Positions of all 13 atoms, in Å:
O: -3.1456 0.0918 -2.5681
C: -3.0902 -1.0194 -2.9916
O: -2.4338 -2.0559 -2.3913
H: -3.4849 -1.3309 -3.9648
H: -1.5156 -1.8299 -2.1998
C: 1.2378 0.4268 2.2943
C: 2.1618 1.0787 1.2700
H: 0.2918 0.2236 1.8092
H: 1.0693 1.0849 3.1381
H: 1.7091 -0.4865 2.6410
H: 1.8000 2.0382 0.9153
H: 3.1445 1.2901 1.6891
H: 2.2557 0.4885 0.3587

Net charge: 0
2S+1: 1
Structure (SMILES): O=CO.CC
HOMO-LUMO gap (Ha): 0.4291

***

Entry from the Open Molecules 2025 dataset: a 2-piece molecular cluster, C3H8O2 overall at a distorted geometry (ωB97M-V/def2-TZVPD).

Positions of all 13 atoms, in Å:
C: 1.7083 -0.3476 -1.4222
C: 0.5597 -1.0284 -2.1926
C: -0.4865 -1.4923 -1.5356
O: -1.5712 -2.3729 -1.9760
H: 2.0244 -0.8979 -0.5463
H: 2.4425 -0.1233 -2.2352
H: 1.2894 0.5656 -1.0202
H: 0.7726 -1.1940 -3.1832
H: -0.6913 -1.4881 -0.4983
H: -1.7851 -2.1455 -2.9587
O: -0.2568 4.0822 5.8271
H: -0.2705 3.7746 4.8996
H: 0.1528 5.0440 5.6364

Net charge: 0
2S+1: 1
Structure (SMILES): C/C=C/O.O
HOMO-LUMO gap (Ha): 0.3670

***

Entry from the Open Molecules 2025 dataset: a 2-piece molecular cluster, C3H8O2 overall at a distorted geometry (ωB97M-V/def2-TZVPD).

Positions of all 13 atoms, in Å:
C: -1.6745 -1.0840 2.2767
O: -2.7590 -1.0457 1.7440
H: -1.2317 -0.1394 2.5076
H: -1.1953 -2.0749 2.2787
C: 1.1521 0.8980 -0.3062
C: 0.8440 0.3742 -1.6864
O: -0.4826 -0.1689 -1.6391
H: 1.1588 0.0803 0.3920
H: 2.2500 1.3091 -0.2817
H: 0.3856 1.6029 -0.0397
H: 1.5499 -0.3912 -2.0096
H: 0.7258 1.1866 -2.4449
H: -0.7230 -0.5469 -0.7916

Net charge: 0
2S+1: 1
Structure (SMILES): C=O.CCO
HOMO-LUMO gap (Ha): 0.3994

***

What relative energy (zero: lowest compared OMol25 entry of this formula, charge and spin) values result from the calculations? In sequence: 2.444, 0.531, 0.422, 0.502, 1.511, 2.942, 0.703, 0.720, 1.595, 2.371, 2.657, 3.442, 0.624, 0.100, 1.110, 0.774, 2.261, 2.067 eV.
What molar mass values result from the calculations? In sequence: 90.2, 90.2, 90.2, 90.2, 90.2, 60.1, 60.1, 60.1, 60.1, 60.1, 60.1, 60.1, 60.1, 76.1, 76.1, 76.1, 76.1, 76.1 Da.